[1]
Here is a molecular structure, C22H29ClF12GaN2O11S2 in a non-equilibrium geometry from the OMol25 dataset. Energies are from ωB97M-V/def2-TZVPD.

## Properties
Net charge: -1
HOMO level, Ha: -0.2064
Frontier orbital gap, eV: 6.89
E_LUMO, eV: 1.28

Structure (XYZ):
```
80
Properties=species:S:1:pos:R:3:forces:R:3
O 5.143 -0.566 2.794 -4.851 6.457 -5.521
C 4.478 0.345 2.032 -0.846 0.819 1.178
N 3.720 1.330 1.397 5.346 -7.137 5.380
Ga 4.376 1.383 -0.426 -0.614 -1.361 -2.172
C 2.901 1.561 -1.879 -0.941 -0.312 -1.464
C 1.804 0.303 -1.864 1.248 -0.170 -0.988
C 1.224 -0.087 -0.406 0.272 -1.696 -0.656
C 0.426 0.995 0.463 0.115 -2.393 1.472
S -0.131 2.581 -0.303 -0.426 7.461 6.290
O -1.350 3.081 0.573 3.212 -2.780 -3.395
O 0.951 3.711 -0.085 -3.167 -4.888 -2.131
Cl -0.871 2.482 -2.248 0.633 -0.379 0.816
N 5.704 2.760 -0.759 -5.223 9.497 -0.537
C 4.968 3.946 -0.764 3.629 -5.344 2.873
S 4.155 5.348 -0.147 2.034 -3.349 -2.129
H 5.107 -0.045 -0.703 -0.021 0.306 0.179
H 2.396 2.614 -1.943 0.749 -1.956 0.227
H 3.475 1.426 -2.919 -1.107 0.347 2.160
H 2.458 -0.633 -2.222 -1.523 1.852 0.958
H 0.987 0.413 -2.729 1.499 -0.167 2.178
H 0.523 -1.044 -0.547 1.423 2.258 0.159
H 2.140 -0.491 0.244 -1.991 1.175 -1.355
H -0.541 0.464 0.923 1.815 1.598 -1.336
H 1.085 1.271 1.420 -1.353 0.258 -2.399
C 2.346 -3.456 6.163 -0.487 -0.059 0.029
C 2.826 -2.760 4.902 0.603 0.120 0.722
O 1.897 -2.951 3.823 -1.815 0.801 -0.604
C 0.752 -2.201 3.879 1.752 1.039 2.830
O 0.498 -1.405 4.781 0.107 -1.846 -2.521
C -0.136 -2.467 2.666 -1.611 -0.250 -1.860
F -0.322 -3.798 2.432 0.375 0.876 0.488
F 0.392 -1.949 1.520 -0.150 -0.466 1.392
F -1.381 -1.927 2.788 1.416 -0.380 0.307
H 2.160 -4.517 5.967 0.180 0.078 0.015
H 3.086 -3.365 6.962 -0.002 -0.003 -0.136
H 1.402 -3.031 6.520 0.232 0.043 -0.038
H 3.777 -3.202 4.584 -0.386 0.107 -0.295
H 3.008 -1.692 5.069 -0.232 -0.205 -0.152
C 1.072 -6.417 -0.622 -0.052 0.017 -0.445
C 1.955 -5.369 0.032 -0.588 -0.238 0.424
O 2.971 -4.912 -0.875 0.047 1.196 -1.382
C 2.556 -4.046 -1.852 -2.854 -0.429 1.607
O 1.394 -3.662 -1.978 2.989 -0.669 -0.072
C 3.727 -3.609 -2.729 2.073 1.157 -1.443
F 4.480 -4.659 -3.164 -0.855 0.452 0.512
F 4.580 -2.776 -2.067 -1.137 -0.898 -0.259
F 3.332 -2.938 -3.848 -0.129 -0.790 1.273
H 1.679 -7.243 -1.005 -0.030 0.044 0.194
H 0.344 -6.810 0.091 0.109 0.048 0.004
H 0.527 -6.004 -1.477 0.041 0.022 0.248
H 2.472 -5.815 0.890 0.211 0.231 -0.341
H 1.371 -4.523 0.414 0.153 -0.076 -0.293
C -4.559 5.227 1.101 -0.347 0.319 0.083
C -3.658 4.911 2.281 0.062 -0.789 -0.766
O -3.519 6.051 3.145 -1.317 1.022 1.735
C -4.591 6.323 3.953 -0.744 -2.805 -1.870
O -5.625 5.658 3.967 2.199 1.936 0.468
C -4.310 7.532 4.843 0.384 2.010 1.376
F -3.822 8.597 4.145 -0.446 -1.096 0.254
F -3.389 7.255 5.810 -0.723 -0.177 -0.910
F -5.420 7.983 5.493 0.806 -0.789 -0.818
H -4.190 6.106 0.562 0.110 -0.207 0.004
H -4.610 4.381 0.413 0.145 0.063 0.100
H -5.578 5.464 1.428 0.142 -0.154 -0.002
H -2.654 4.665 1.915 -0.127 0.280 0.279
H -4.014 4.041 2.846 -0.061 0.342 0.028
C -3.207 -1.272 -7.381 0.298 -0.247 0.238
C -3.983 -0.192 -6.647 0.172 0.095 -0.744
O -4.174 -0.543 -5.266 0.956 0.116 1.476
C -3.080 -0.400 -4.455 1.443 1.070 -2.846
O -1.984 0.000 -4.847 -2.633 -1.011 1.464
C -3.416 -0.771 -3.013 -0.213 -0.644 2.661
F -4.061 -1.969 -2.914 0.508 0.910 -0.537
F -4.231 0.150 -2.423 0.637 -0.510 -0.910
F -2.314 -0.869 -2.217 -0.923 0.236 -1.306
H -3.704 -2.241 -7.271 -0.068 0.169 -0.104
H -3.121 -1.033 -8.443 -0.075 0.016 0.092
H -2.198 -1.387 -6.972 -0.170 0.159 -0.111
H -4.980 -0.097 -7.091 0.072 -0.076 0.452
H -3.498 0.788 -6.731 0.041 -0.255 0.221
```
Positions in Å, forces in eV/Å.

[2]
Here is 2 unconnected molecules or ions with the total composition C22H29FN4O6 in a non-equilibrium geometry from the OMol25 dataset. Energies are from ωB97M-V/def2-TZVPD.

## Properties
Net charge: 0
HOMO level, Ha: -0.3299
SMILES: Cc1cn([C@H]2C[C@H](O)[C@@H](CF)O2)c(=O)[nH]c1=O.CNC(=O)[C@H](Cc1ccccc1)NC(C)=O
Frontier orbital gap, eV: 9.37
E_LUMO, eV: 0.40

Structure (XYZ):
```
62
Properties=species:S:1:pos:R:3:forces:R:3
C -0.020 -0.072 -1.156 -0.401 0.108 -0.082
C -0.638 1.015 -2.000 1.727 1.528 -1.190
C 0.145 1.861 -2.757 -1.620 -0.873 0.851
N -0.447 2.876 -3.527 0.089 -0.867 0.419
C 0.375 3.736 -4.372 0.119 0.183 -0.133
C 1.326 4.617 -3.573 0.077 -0.286 0.344
C 2.483 4.832 -4.529 -0.179 0.894 0.353
O 2.257 6.022 -5.292 0.176 0.039 -0.338
C 2.440 3.603 -5.451 0.215 -0.174 0.291
C 3.614 2.648 -5.213 -0.468 0.438 -1.364
F 3.654 2.226 -3.916 -0.025 -0.170 0.814
O 1.208 2.916 -5.190 0.212 0.118 0.234
C -1.825 3.041 -3.506 -1.059 1.942 -1.285
O -2.387 3.922 -4.133 0.504 0.370 -0.464
N -2.619 2.234 -2.753 2.056 -0.364 -0.002
C -2.088 1.202 -2.043 -0.901 -1.752 1.211
O -2.862 0.452 -1.474 0.121 -0.375 0.309
H -0.314 0.057 -0.109 -0.057 -0.095 -0.080
H 1.072 -0.048 -1.216 -0.149 0.087 -0.099
H -0.366 -1.054 -1.493 0.006 0.083 0.141
H 1.225 1.733 -2.772 -0.237 0.334 -0.287
H -0.247 4.367 -5.021 -0.267 -0.439 0.438
H 1.680 4.102 -2.676 -0.124 -0.082 -0.031
H 0.845 5.551 -3.268 0.122 -0.115 -0.044
H 3.435 4.909 -3.991 -0.052 -0.084 -0.159
H 2.229 6.810 -4.722 0.080 -0.665 -0.148
H 2.463 3.927 -6.497 0.046 0.047 0.066
H 3.513 1.782 -5.873 -0.050 -0.045 0.193
H 4.554 3.151 -5.461 -0.038 0.048 0.118
H -3.621 2.318 -2.831 0.050 0.131 -0.007
C -2.623 -3.389 1.801 -0.126 0.236 0.335
N -2.639 -1.982 2.200 -0.385 -1.517 -0.414
C -1.636 -1.204 2.625 0.308 1.700 -0.004
O -1.869 -0.009 2.751 0.633 -0.141 0.278
C -0.207 -1.770 2.846 0.367 -0.159 0.136
C 0.007 -2.526 4.178 -0.502 -0.147 0.433
C -0.607 -3.911 4.269 -0.220 -0.235 -0.092
C -0.128 -4.952 3.448 -0.908 -0.407 0.750
C -0.696 -6.237 3.527 -0.208 0.754 0.517
C -1.735 -6.490 4.441 0.281 0.802 -0.022
C -2.205 -5.459 5.272 0.682 0.154 -0.616
C -1.643 -4.172 5.186 0.284 -0.844 -0.636
N 0.843 -0.747 2.676 -0.880 -1.246 -0.966
C 1.059 0.311 3.463 -0.047 1.307 1.841
C 1.998 1.356 2.906 -0.074 -0.071 0.000
O 0.589 0.455 4.583 -0.034 -0.419 -0.456
H -1.695 -3.642 1.286 -0.061 -0.034 0.041
H -3.454 -3.578 1.120 0.115 0.146 0.008
H -2.747 -4.031 2.674 0.092 -0.163 -0.154
H -3.505 -1.478 2.073 0.191 0.077 0.023
H -0.041 -2.492 2.050 0.153 -0.088 -0.215
H -0.380 -1.913 4.992 0.129 0.052 -0.037
H 1.079 -2.642 4.346 0.045 0.221 -0.153
H 0.680 -4.766 2.756 0.107 0.048 -0.088
H -0.328 -7.032 2.895 0.022 -0.024 -0.024
H -2.167 -7.479 4.510 -0.007 -0.016 -0.013
H -3.000 -5.654 5.978 -0.027 -0.007 0.024
H -2.012 -3.381 5.824 0.021 0.081 0.005
H 1.332 -0.747 1.799 -0.160 -0.010 -0.159
H 2.962 0.902 2.687 0.151 0.074 -0.171
H 2.124 2.144 3.649 -0.024 -0.153 -0.079
H 1.563 1.779 2.003 0.115 0.065 -0.163
```
Positions in Å, forces in eV/Å.

[3]
Here is a single C22H29N3O molecule from the OMol25 dataset. Energies are from ωB97M-V/def2-TZVPD.

## Properties
Net charge: 0
HOMO level, Ha: -0.3211
SMILES: Cc1ccccc1CN1CCN(CC(=O)N[C@@H](C)c2ccccc2)CC1
Frontier orbital gap, eV: 9.45
E_LUMO, eV: 0.71

Structure (XYZ):
```
55
Properties=species:S:1:pos:R:3:forces:R:3
C 1.374 -3.302 -2.211 0.004 -0.062 0.037
C 0.795 -3.009 -3.561 -0.027 -0.020 -0.005
C 0.487 -4.044 -4.433 -0.011 -0.006 0.017
C -0.037 -3.794 -5.689 -0.035 -0.009 -0.093
C -0.261 -2.490 -6.090 -0.049 -0.035 -0.121
C 0.038 -1.450 -5.229 0.048 0.020 0.043
C 0.565 -1.691 -3.968 0.026 0.070 -0.148
C 0.878 -0.539 -3.050 -0.027 -0.048 0.084
N 0.050 -0.574 -1.853 -0.038 0.209 -0.068
C -1.355 -0.382 -2.158 -0.230 -0.217 0.121
C -2.181 -0.549 -0.889 -0.033 0.084 -0.260
N -1.768 0.429 0.100 -0.050 -0.033 0.060
C -2.615 0.383 1.279 -0.005 0.100 -0.184
C -2.238 1.501 2.247 -0.202 -0.464 -0.046
O -2.607 2.645 2.114 -0.067 0.367 -0.192
N -1.466 1.091 3.282 0.124 -0.159 0.452
C -0.811 2.029 4.179 -0.058 0.066 0.116
C -0.875 1.520 5.617 -0.086 0.165 -0.211
C 0.612 2.260 3.717 -0.059 0.173 -0.042
C 1.024 3.523 3.314 -0.065 -0.073 0.066
C 2.312 3.729 2.850 0.106 0.059 -0.042
C 3.202 2.672 2.777 0.077 0.083 -0.047
C 2.799 1.407 3.172 0.027 -0.132 0.006
C 1.513 1.204 3.639 -0.011 0.059 0.035
C -0.361 0.255 0.398 0.241 0.252 -0.153
C 0.461 0.415 -0.877 0.024 -0.078 0.290
H 2.417 -2.988 -2.175 0.118 0.006 0.081
H 0.833 -2.747 -1.448 0.048 -0.049 0.091
H 1.328 -4.366 -1.994 0.052 -0.071 0.021
H 0.663 -5.065 -4.122 0.023 -0.083 0.054
H -0.269 -4.616 -6.351 -0.018 -0.065 -0.052
H -0.670 -2.282 -7.068 -0.036 0.014 -0.078
H -0.140 -0.430 -5.540 -0.015 0.110 -0.004
H 0.751 0.413 -3.596 0.064 -0.056 0.031
H 1.922 -0.605 -2.728 -0.014 0.081 -0.014
H -1.659 -1.130 -2.894 -0.046 0.076 0.026
H -1.540 0.623 -2.575 -0.008 -0.032 -0.035
H -3.236 -0.390 -1.119 0.000 -0.038 0.015
H -2.055 -1.581 -0.511 -0.037 0.032 -0.020
H -2.564 -0.599 1.790 -0.001 0.051 -0.043
H -3.643 0.556 0.953 0.050 -0.042 0.135
H -1.121 0.144 3.291 -0.114 0.014 -0.125
H -1.375 2.962 4.090 0.139 -0.150 0.015
H -0.411 2.243 6.282 0.073 0.020 0.095
H -1.910 1.380 5.917 -0.082 -0.031 0.039
H -0.350 0.573 5.717 0.071 -0.116 0.054
H 0.327 4.347 3.358 -0.099 0.084 -0.006
H 2.619 4.717 2.540 0.026 0.082 -0.031
H 4.206 2.830 2.411 0.078 0.017 -0.028
H 3.488 0.577 3.115 0.058 -0.063 -0.003
H 1.213 0.210 3.942 -0.031 -0.126 0.040
H -0.045 1.021 1.110 0.040 -0.087 -0.012
H -0.159 -0.744 0.831 0.010 0.039 0.040
H 1.519 0.267 -0.643 -0.015 0.033 -0.015
H 0.325 1.442 -1.257 0.045 -0.022 0.012
```
Positions in Å, forces in eV/Å.